Density functional theory data (ωB97M-V/def2-TZVPD) for a structure of composition C43H51N4O2Si in a non-equilibrium geometry.

```
101
Properties=species:S:1:pos:R:3:mulliken_charge:R:1
C 1.77 2.10 0.01 -1.35
Si 0.44 2.30 1.32 1.35
C 0.99 3.48 2.64 -1.29
C -1.20 2.80 0.60 -1.10
O 0.27 0.75 1.91 -0.78
C -0.16 0.12 3.09 2.97
C 1.08 -0.12 4.01 -0.80
C 2.36 -0.16 3.45 -0.13
C 3.47 -0.28 4.29 -1.08
C 3.31 -0.46 5.66 -0.73
C 2.02 -0.51 6.21 -1.09
C 0.91 -0.35 5.39 0.14
C -1.17 1.07 3.82 0.28
C -0.75 1.98 4.80 -0.32
C -1.64 2.91 5.34 -0.91
C -2.96 2.95 4.92 -0.60
C -3.39 2.06 3.92 -0.93
C -2.50 1.14 3.36 -0.38
C -0.75 -1.27 2.67 -1.29
C -0.26 -2.54 3.39 -0.73
C -0.91 -3.67 2.57 -0.82
C -1.50 -2.98 1.32 -0.53
N -0.77 -1.68 1.23 -0.19
H 1.53 2.70 -0.87 0.35
H 2.72 2.46 0.43 0.54
H 1.91 1.06 -0.29 0.34
H 1.49 4.33 2.14 0.52
H 0.14 3.88 3.21 0.29
H 1.71 3.02 3.33 0.26
H -1.05 3.56 -0.19 0.42
H -1.73 1.94 0.15 0.25
H -1.85 3.23 1.38 0.38
H 2.48 -0.05 2.37 0.46
H 4.46 -0.24 3.84 0.48
H 4.18 -0.58 6.31 0.41
H 1.88 -0.66 7.28 0.47
H -0.10 -0.37 5.82 0.54
H 0.29 1.99 5.13 0.49
H -1.27 3.60 6.11 0.41
H -3.65 3.68 5.34 0.42
H -4.42 2.08 3.57 0.42
H -2.84 0.48 2.56 0.20
H -1.83 -1.22 2.89 0.49
H 0.85 -2.61 3.40 0.27
H -0.59 -2.53 4.44 0.57
H -0.17 -4.47 2.33 0.19
H -1.73 -4.14 3.13 0.44
H -1.41 -3.59 0.41 0.52
H -2.58 -2.74 1.48 0.46
H -1.26 -0.99 0.67 0.42
C -1.05 -0.82 -6.99 -0.99
N -0.59 -0.35 -5.69 0.30
C -0.57 0.99 -5.40 0.26
O -0.90 1.89 -6.15 -0.68
C -0.05 1.12 -3.97 0.15
C -0.88 2.07 -3.11 0.06
C -0.83 3.52 -3.53 0.60
C -2.00 4.29 -3.45 -0.21
C -1.99 5.62 -3.86 -0.75
C -0.80 6.20 -4.31 -0.42
C 0.38 5.45 -4.34 -0.86
C 0.38 4.11 -3.94 -0.01
N -0.10 -0.27 -3.47 0.43
C 0.13 -0.53 -2.15 0.48
C 0.04 -1.73 -1.48 -0.89
C 0.52 -1.93 -0.12 1.86
C 1.16 -3.27 0.15 0.67
C 2.22 -3.34 1.07 0.05
C 2.89 -4.54 1.28 -1.02
C 2.55 -5.68 0.56 0.50
C 3.27 -6.90 0.77 -0.17
N 3.83 -7.91 0.96 -0.49
C 1.49 -5.63 -0.35 -1.14
C 0.81 -4.43 -0.55 -0.03
C -0.47 -1.23 -4.53 0.07
C -1.82 -1.89 -4.23 -1.53
C 0.59 -2.30 -4.81 -1.50
H -1.16 0.04 -7.65 0.38
H -0.32 -1.51 -7.43 0.30
H -2.02 -1.33 -6.92 0.33
H 1.00 1.46 -4.03 0.17
H -1.93 1.72 -3.13 0.37
H -0.54 1.99 -2.07 -0.72
H -2.91 3.81 -3.08 0.39
H -2.92 6.20 -3.83 0.40
H -0.79 7.24 -4.64 0.39
H 1.32 5.90 -4.69 0.39
H 1.30 3.52 -3.94 0.33
H 0.54 0.33 -1.61 0.09
H -0.24 -2.62 -2.05 -0.36
H 1.05 -1.06 0.33 -0.81
H 2.57 -2.43 1.55 0.39
H 3.72 -4.57 1.99 0.49
H 1.22 -6.52 -0.93 0.47
H 0.02 -4.43 -1.32 0.33
H -2.60 -1.11 -4.18 0.35
H -2.06 -2.61 -5.02 0.49
H -1.79 -2.40 -3.27 0.31
H 1.50 -1.82 -5.21 0.39
H 0.84 -2.86 -3.90 0.23
H 0.21 -3.00 -5.57 0.46
```

M = 683.99 u
ΔE to the lowest compared entry with this formula, charge and spin = 0.3741 eV
E_tot = -63347.308 eV
2S+1 = 1
net charge = +1

Density functional theory data (ωB97M-V/def2-TZVPD) for a structure of composition C43H51N5O4S3SiTaTe in a non-equilibrium geometry.

```
109
Properties=species:S:1:pos:R:3:mulliken_charge:R:1
Ta 1.04 0.22 -0.12 0.40
C 7.80 -1.85 -1.87 -1.52
C 6.29 -1.84 -1.87 1.21
C 5.55 -3.01 -1.73 -0.88
C 4.17 -2.96 -1.65 -0.78
C 3.52 -1.74 -1.69 -0.01
C 4.24 -0.58 -1.91 0.30
C 5.61 -0.63 -2.00 -0.93
S 1.71 -1.75 -1.57 1.30
O 1.32 -2.85 -2.43 -0.86
O 1.27 -0.44 -2.04 -0.32
N 1.11 -1.87 -0.13 0.02
C 1.78 -2.65 0.85 -0.55
C 3.01 -1.82 1.35 0.62
O 3.75 -2.29 2.20 -0.82
O 3.11 -0.70 0.77 -0.64
H 8.18 -2.85 -1.73 0.36
H 8.17 -1.21 -1.07 0.33
H 8.18 -1.46 -2.82 0.33
H 6.06 -3.96 -1.67 0.29
H 3.59 -3.86 -1.56 0.43
H 3.74 0.38 -2.00 0.05
H 6.17 0.28 -2.15 0.51
H 2.16 -3.61 0.46 0.37
H 1.11 -2.86 1.68 0.29
C -1.21 -0.38 -0.41 -0.81
Si -2.79 0.50 -0.89 -0.96
C -2.35 1.63 -2.39 -1.22
N -1.15 2.42 -2.20 1.02
C -0.58 2.87 -3.47 -0.71
C -1.36 4.02 -4.10 -0.97
C -1.31 5.24 -3.16 -0.83
C -0.80 4.87 -1.77 -0.70
C -1.36 3.54 -1.27 0.83
C -3.80 1.27 0.55 0.87
C -4.59 2.40 0.42 -0.17
C -5.36 2.89 1.46 -0.87
C -5.36 2.23 2.68 -0.56
C -4.61 1.08 2.83 -0.52
C -3.85 0.61 1.78 -0.12
C -4.16 -0.62 -1.65 0.86
C -5.48 -0.61 -1.19 -0.21
C -6.47 -1.37 -1.77 -0.81
C -6.18 -2.18 -2.85 -0.44
C -4.88 -2.24 -3.32 -0.74
C -3.89 -1.47 -2.73 -0.54
H -1.01 -1.10 -1.21 0.55
H -1.40 -0.99 0.48 0.48
H -3.21 2.25 -2.71 0.44
H -2.16 0.94 -3.21 0.69
H -0.54 2.02 -4.15 0.55
H 0.45 3.19 -3.29 0.09
H -2.40 3.71 -4.24 0.29
H -0.94 4.26 -5.07 0.46
H -2.30 5.70 -3.09 0.35
H -0.64 6.00 -3.58 0.39
H -1.09 5.65 -1.05 0.62
H 0.29 4.81 -1.76 0.00
H -2.44 3.66 -1.10 -0.04
H -0.89 3.29 -0.32 -0.95
H -4.62 2.92 -0.53 0.35
H -5.97 3.78 1.33 0.37
H -5.96 2.61 3.50 0.35
H -4.62 0.55 3.78 0.29
H -3.26 -0.29 1.91 0.29
H -5.72 0.03 -0.35 0.28
H -7.48 -1.32 -1.38 0.40
H -6.96 -2.76 -3.32 0.37
H -4.64 -2.88 -4.16 0.39
H -2.88 -1.53 -3.11 0.34
S -0.54 -1.05 2.93 -0.19
C -0.62 -1.71 4.42 -0.31
N -1.71 -1.65 5.24 -0.10
C -1.56 -2.54 6.38 -0.52
C -0.03 -2.68 6.44 -0.56
N 0.34 -2.43 5.07 -0.14
H -2.61 -1.46 4.83 0.19
H -2.04 -3.51 6.19 0.29
H -1.99 -2.10 7.28 0.33
H 0.28 -3.67 6.77 0.32
H 0.40 -1.93 7.12 0.29
H 1.30 -2.36 4.78 0.27
Te 2.18 2.57 -0.85 -0.20
C 3.19 2.69 -2.75 0.04
C 4.42 3.26 -2.97 -0.47
C 4.85 3.21 -4.31 -0.54
C 3.96 2.57 -5.11 -0.62
S 2.58 2.04 -4.24 0.05
H 4.98 3.69 -2.16 0.44
H 5.77 3.65 -4.66 0.39
H 4.03 2.37 -6.17 0.42
C -1.48 2.54 2.29 -0.44
C -0.13 3.15 2.50 0.34
C 0.00 4.38 3.12 -0.57
C 1.25 4.89 3.43 -0.96
C 2.37 4.12 3.17 -0.66
C 2.28 2.89 2.54 1.17
C 3.53 2.08 2.35 -1.05
C 1.02 2.41 2.12 0.14
N 0.93 1.32 1.31 0.46
H -1.83 2.11 3.23 0.64
H -1.40 1.73 1.57 -0.87
H -2.21 3.27 1.96 0.44
H -0.89 4.93 3.37 0.44
H 1.35 5.87 3.88 0.38
H 3.34 4.48 3.47 0.44
H 4.02 1.90 3.31 0.47
H 4.24 2.61 1.71 0.30
H 3.30 1.12 1.89 -0.28
```

M = 1134.75 u
ΔE to the lowest compared entry with this formula, charge and spin = 2.7557 eV
E_tot = -110291.056 eV
2S+1 = 1
net charge = -1

How do the records compare in HOMO energy? In the order shown, they have -10.928; -4.699 eV.
How do the records compare in Kohn-Sham gap? In the order shown, they have 0.279; 0.250 Eh.